Computed, not measured: 2 unconnected molecules or ions with the total composition C2H5ClOS, with ωB97M-V with the def2-TZVPD basis set.

Its spin multiplicity is 1. For the relative energy (zero: lowest compared OMol25 entry of this formula, charge and spin), the calculation gives 1.003 eV. Its net charge is 0. The calculation puts the HOMO energy at -8.82 eV. Its HOMO-LUMO gap is 0.314 hartree.

```
10
Properties=species:S:1:pos:R:3:forces:R:3:lowdin_charge:R:1
O -0.61148 0.64789 -0.29274 0.521 -0.329 -0.288 -0.11
C -1.69926 1.14423 0.36460 -0.504 0.170 0.257 -0.65
Cl -1.22768 2.34320 1.64179 -0.060 -0.024 -0.017 0.51
H -0.16780 1.34157 -0.79349 -0.104 0.047 0.017 0.09
H -2.18407 0.31452 0.88108 0.061 0.198 -0.099 0.08
H -2.40316 1.67438 -0.28422 0.110 -0.080 0.131 0.08
C 2.09356 -1.77187 -0.31104 -0.153 -0.411 -0.267 -0.59
S 1.82975 -3.07436 -1.21135 0.050 0.214 0.152 0.60
H 1.41905 -1.48529 0.48615 -0.049 0.083 0.091 -0.01
H 2.95111 -1.13427 -0.48077 0.127 0.131 0.022 -0.01
```
Positions in Å, forces in eV/Å.

Computed, not measured: a molecular structure, C2H5CuO2 in a non-equilibrium geometry, with ωB97M-V with the def2-TZVPD basis set.

Its spin multiplicity is 3. For the relative energy (zero: lowest compared OMol25 entry of this formula, charge and spin), the calculation gives 1.356 eV. As for the expectation value of S²: 2.01. Its net charge is +2. The calculation puts the HOMO energy (spin up / spin down) at -22.62 / -22.43 eV. Its HOMO-LUMO gap (spin up / spin down) is 0.443 / 0.289 hartree.

```
10
Properties=species:S:1:pos:R:3:forces:R:3:lowdin_charge:R:1
C -0.50889 -0.22143 -1.97273 -0.470 1.014 1.048 0.05
H -0.00686 0.27341 -2.81926 0.068 -0.225 -0.029 0.15
H -1.25733 -0.90117 -2.41001 0.001 0.182 0.083 0.15
C 0.48688 -1.03365 -1.26148 0.029 0.388 -1.294 -0.07
O 0.85416 -0.83212 -0.10232 0.161 -0.434 -0.037 0.06
Cu 0.57182 0.26567 1.27372 -0.048 0.399 0.747 1.07
H 1.02023 -1.81192 -1.83271 -0.047 -0.231 0.345 0.20
O -0.59047 1.81136 1.04116 -0.051 -0.408 -0.047 0.15
H -0.24790 2.72988 1.00928 0.069 0.475 0.087 0.14
H -0.95266 0.58585 -1.30365 0.287 -1.161 -0.904 0.12
```
Positions in Å, forces in eV/Å.

Computed, not measured: 2 unconnected molecules or ions with the total composition C2H5F3N2 in a non-equilibrium geometry, with ωB97M-V with the def2-TZVPD basis set.

Its spin multiplicity is 1. For the relative energy (zero: lowest compared OMol25 entry of this formula, charge and spin), the calculation gives 4.014 eV. Its net charge is 0. The calculation puts the HOMO energy (spin up / spin down) at -9.65 / -7.30 eV. Its HOMO-LUMO gap (spin up / spin down) is 0.389 / 0.245 hartree.

```
12
Properties=species:S:1:pos:R:3:forces:R:3:lowdin_charge:R:1
C 2.19070 -0.69210 0.14754 -0.790 -0.290 -1.058 -0.12
C 0.84724 0.04769 0.14817 1.324 0.695 2.070 -0.27
N -2.21870 0.59158 -0.60613 0.323 2.490 -0.995 -0.12
N -2.51648 -0.55139 -0.09623 -0.440 -2.899 0.778 -0.07
F 3.30470 0.14958 0.19621 -0.684 -0.062 -0.545 -0.04
F 0.43660 0.29164 1.43749 -0.058 -0.362 -1.193 0.04
F 0.90840 1.20515 -0.46793 -0.419 0.447 -0.732 0.10
H 2.18415 -1.34029 -0.79913 0.585 0.679 1.651 0.15
H 2.18252 -1.15256 1.12310 0.078 -1.109 -0.165 0.11
H -2.45012 1.53277 -0.24641 0.065 -0.965 -0.196 0.11
H -1.54405 0.52856 -1.36763 -0.313 0.370 0.546 0.08
H -3.32495 -0.61062 0.53095 0.329 1.006 -0.159 0.03
```
Positions in Å, forces in eV/Å.

Computed, not measured: 2 unconnected molecules or ions with the total composition C2H5FIN in a non-equilibrium geometry, with ωB97M-V with the def2-TZVPD basis set.

Its spin multiplicity is 1. For the relative energy (zero: lowest compared OMol25 entry of this formula, charge and spin), the calculation gives 1.958 eV. Its net charge is 0. The calculation puts the HOMO energy (spin up / spin down) at -8.94 / -8.94 eV. Its HOMO-LUMO gap (spin up / spin down) is 0.323 / 0.323 hartree.

```
10
Properties=species:S:1:pos:R:3:forces:R:3:lowdin_charge:R:1
C -0.50533 -0.38933 0.97032 0.614 -3.277 -0.139 -0.12
C 0.42479 -0.20065 -0.21472 0.351 1.312 0.809 -0.86
N -0.08277 -0.13405 -1.42171 -1.682 1.732 -0.618 0.07
F 0.54669 2.06822 0.31479 -0.154 -1.458 -0.407 -0.63
I 2.45199 -0.32502 0.06333 0.070 -0.118 -0.099 0.99
H -0.71038 0.54482 1.37216 -0.462 1.858 0.573 0.05
H -1.40460 -0.98389 0.71057 0.236 0.705 -0.352 0.09
H -0.07330 -1.03804 1.78313 0.136 0.843 -0.908 0.09
H 0.42928 0.21133 -2.30219 -0.829 -0.750 2.280 0.16
H -1.07638 0.24661 -1.27567 1.721 -0.846 -1.138 0.17
```
Positions in Å, forces in eV/Å.